[1]
Below is a cluster of 14 separate species, C29H64Cl12F3N6O11 in total, with properties calculated with ωB97M-V with the def2-TZVPD basis set.

Calculated values
Strongest force on any atom (eV/Å): 2.84
LUMO (eV): 1.79
Gap between HOMO and LUMO (eV): 8.85

Geometry as ORCA input:
```
! wB97M-V def2-TZVPD RIJCOSX def2/J DEFGRID3
* xyz -1 1
C 13.611 11.007 17.176
O 14.885 11.647 17.582
O 12.592 11.711 17.571
C 13.640 10.823 15.704
F 13.838 11.978 15.015
F 14.667 9.986 15.266
F 12.489 10.290 15.252
C 15.910 10.738 17.958
C 16.889 11.600 18.811
H 17.807 11.100 19.128
H 17.254 12.418 18.227
H 16.368 12.114 19.635
H 16.324 10.236 17.113
H 15.548 10.016 18.643
H 13.670 10.008 17.645
C 19.896 9.319 19.827
Cl 18.815 7.945 19.893
Cl 20.219 9.659 18.098
Cl 21.395 9.145 20.716
H 19.406 10.163 20.224
C 13.394 7.872 20.387
Cl 12.508 7.312 21.749
Cl 12.911 6.957 18.928
Cl 15.119 7.594 20.635
H 13.150 8.910 20.162
C 16.314 14.144 14.852
Cl 15.861 14.282 13.166
Cl 17.438 15.457 15.355
Cl 17.162 12.616 15.115
H 15.381 14.202 15.467
C 16.933 12.721 22.551
Cl 17.772 13.890 21.521
Cl 16.704 13.438 24.107
Cl 17.908 11.245 22.617
H 15.944 12.518 22.139
C 11.856 7.306 15.190
C 11.120 7.537 13.896
O 11.538 7.053 12.872
N 10.023 8.336 13.941
C 9.200 8.411 12.729
H 12.909 7.366 14.987
H 11.648 6.253 15.479
H 11.607 8.017 15.945
H 9.700 8.639 14.843
H 9.844 8.549 11.831
H 8.554 9.247 12.833
H 8.577 7.530 12.633
C 13.892 13.379 9.344
C 12.856 13.160 10.425
O 11.813 13.814 10.533
N 13.187 12.232 11.354
C 12.136 11.574 12.131
H 14.473 12.447 9.224
H 14.530 14.181 9.697
H 13.392 13.675 8.425
H 14.017 11.683 11.023
H 11.905 12.263 12.933
H 12.498 10.627 12.535
H 11.250 11.509 11.526
C 12.335 14.730 15.461
C 13.189 15.376 16.498
O 13.226 16.598 16.561
N 13.870 14.534 17.354
C 14.646 15.064 18.435
H 12.899 14.725 14.507
H 11.407 15.253 15.310
H 12.140 13.671 15.683
H 13.627 13.547 17.272
H 14.000 15.635 19.136
H 15.227 15.862 17.989
H 15.284 14.329 18.932
C 12.854 8.754 10.306
C 14.225 9.183 10.854
O 14.934 10.114 10.413
N 14.639 8.488 11.923
C 15.928 8.760 12.529
H 13.005 8.187 9.361
H 12.184 9.585 10.098
H 12.426 8.046 11.017
H 13.960 7.864 12.325
H 15.883 9.762 12.988
H 16.692 8.808 11.715
H 16.225 7.963 13.223
C 9.467 11.855 15.382
C 9.196 10.616 16.180
O 8.386 9.760 15.729
N 9.830 10.544 17.364
C 9.691 9.439 18.225
H 10.489 12.077 15.145
H 8.990 12.731 15.849
H 9.043 11.729 14.442
H 10.566 11.287 17.552
H 9.966 8.504 17.709
H 8.629 9.302 18.524
H 10.349 9.601 19.080
C 19.723 14.091 18.151
C 20.604 13.478 19.160
O 20.192 12.588 19.919
N 21.899 13.826 19.278
C 22.818 12.972 20.034
H 19.882 15.177 18.148
H 18.701 13.793 18.333
H 19.974 13.711 17.163
H 22.256 14.553 18.711
H 22.449 12.822 21.044
H 23.735 13.524 20.024
H 22.958 12.025 19.492
C 13.106 11.198 20.886
O 12.274 10.659 19.955
H 13.116 10.591 21.762
H 14.181 11.303 20.573
H 12.866 12.218 21.256
H 12.341 11.115 19.065
C 10.293 14.044 19.291
O 10.676 13.679 18.002
H 9.602 14.875 19.295
H 9.781 13.241 19.794
H 11.129 14.354 19.928
H 11.549 13.248 18.056
C 16.821 8.126 16.360
O 16.689 6.956 15.567
H 15.880 8.453 16.819
H 17.597 8.049 17.105
H 17.059 8.963 15.698
H 16.176 6.397 16.107
*
```



[2]
Below is a cluster of 5 separate species, C29H64ClN3PS in total, with properties calculated with ωB97M-V with the def2-TZVPD basis set.

Calculated values
Strongest force on any atom (eV/Å): 6.87
LUMO (eV): -4.63
Gap between HOMO and LUMO (eV): 7.25

Geometry as ORCA input:
```
! wB97M-V def2-TZVPD RIJCOSX def2/J DEFGRID3
* xyz 1 1
N 2.966 -7.491 4.744
C 2.788 -6.285 4.056
C 2.686 -4.844 4.830
N 1.481 -4.004 4.475
C 0.044 -4.353 4.154
P -0.705 -6.121 4.092
S -0.464 -6.926 2.295
C -0.850 -2.986 3.892
N 0.189 -1.872 4.097
C 1.545 -2.487 4.440
Cl 3.072 -1.433 4.794
H 3.014 -7.223 5.771
H 2.662 -6.275 2.877
H 2.786 -4.934 6.016
H 3.651 -4.223 4.500
H -2.110 -6.102 4.448
H 0.092 -6.977 4.981
H -2.001 -2.880 3.618
H -0.025 -0.838 4.038
C 2.751 -0.014 1.799
C 2.168 0.679 0.577
C 2.263 2.204 0.658
C 1.488 2.843 1.818
C -0.011 2.530 1.836
C -0.743 3.054 0.610
H 2.217 0.255 2.713
H 2.677 -1.101 1.688
H 3.806 0.243 1.925
H 1.127 0.366 0.438
H 2.712 0.341 -0.310
H 1.922 2.632 -0.292
H 3.319 2.490 0.752
H 1.624 3.930 1.771
H 1.924 2.527 2.771
H -0.454 2.992 2.727
H -0.181 1.453 1.936
H -0.634 4.138 0.527
H -1.810 2.824 0.681
H -0.367 2.598 -0.309
C -1.871 7.822 -4.293
C -3.144 7.099 -3.881
C -3.224 6.849 -2.374
C -2.119 5.949 -1.806
C -2.034 4.559 -2.442
C -3.290 3.729 -2.228
H -0.977 7.241 -4.055
H -1.868 7.994 -5.374
H -1.797 8.792 -3.795
H -3.226 6.155 -4.432
H -4.004 7.706 -4.181
H -4.206 6.421 -2.136
H -3.184 7.814 -1.850
H -2.281 5.837 -0.727
H -1.149 6.444 -1.913
H -1.185 4.023 -1.999
H -1.819 4.635 -3.513
H -3.488 3.592 -1.162
H -3.172 2.740 -2.682
H -4.166 4.198 -2.684
C -6.457 -0.604 -5.959
C -7.536 0.115 -5.163
C -8.075 1.355 -5.881
C -7.041 2.460 -6.133
C -6.349 2.990 -4.875
C -7.312 3.644 -3.897
H -5.583 0.030 -6.124
H -6.117 -1.492 -5.415
H -6.841 -0.927 -6.930
H -7.148 0.382 -4.174
H -8.365 -0.578 -4.992
H -8.915 1.761 -5.304
H -8.497 1.051 -6.848
H -7.539 3.293 -6.643
H -6.277 2.097 -6.828
H -5.601 3.734 -5.174
H -5.797 2.190 -4.370
H -7.830 4.485 -4.367
H -6.768 4.024 -3.027
H -8.062 2.936 -3.534
C 9.342 -6.240 3.692
C 8.672 -4.876 3.761
C 7.162 -4.968 3.988
C 6.380 -5.678 2.875
C 6.544 -5.062 1.483
C 6.028 -3.634 1.400
H 8.966 -6.836 2.858
H 10.421 -6.123 3.548
H 9.182 -6.798 4.618
H 8.890 -4.312 2.847
H 9.116 -4.309 4.585
H 6.762 -3.956 4.130
H 6.975 -5.498 4.931
H 5.316 -5.678 3.141
H 6.678 -6.731 2.830
H 5.987 -5.674 0.762
H 7.591 -5.096 1.164
H 4.966 -3.589 1.658
H 6.148 -3.247 0.384
H 6.574 -2.968 2.073
*
```



[3]
Below is a cluster of 3 separate species, C29H64N6O5P2 in total, with properties calculated with ωB97M-V with the def2-TZVPD basis set.

Calculated values
Structure (SMILES): C#CCCC[C@@H]1C(=O)OC[C@@]1(CCC)CCCCOC.CN(C)P(=O)(N(C)C)N(C)C.CN(C)P(=O)(N(C)C)N(C)C
Strongest force on any atom (eV/Å): 6.12
LUMO (eV): 0.40
Gap between HOMO and LUMO (eV): 8.64
Relative energy (zero: lowest compared OMol25 entry of this formula, charge and spin) (eV): 0.0000

Geometry as ORCA input:
```
! wB97M-V def2-TZVPD RIJCOSX def2/J DEFGRID3
* xyz 0 1
C 1.296 -2.961 0.768
C 1.561 -2.827 -0.394
C 1.980 -2.540 -1.771
C 0.903 -1.868 -2.663
C -0.163 -1.027 -1.951
C 0.307 0.418 -1.616
C 1.703 0.526 -1.026
O 2.743 0.832 -1.531
O 1.553 0.206 0.290
C 0.160 0.280 0.677
C -0.434 1.125 -0.428
C -1.943 1.062 -0.684
C -2.788 1.448 0.568
C -3.467 0.234 1.230
C -0.056 2.645 -0.493
C 0.740 3.251 0.694
C 2.147 3.784 0.323
C 3.271 3.028 1.006
O 3.163 3.128 2.416
C 3.844 2.107 3.107
H 1.198 -3.227 1.794
H 2.876 -1.920 -1.742
H 2.224 -3.503 -2.224
H 0.409 -2.624 -3.277
H 1.399 -1.201 -3.374
H -0.623 -1.533 -1.103
H -0.971 -0.878 -2.672
H 0.100 0.984 -2.524
H 0.195 0.707 1.682
H -0.323 -0.690 0.793
H -2.230 1.722 -1.504
H -2.282 0.066 -0.980
H -3.594 2.077 0.179
H -2.228 2.071 1.268
H -3.477 -0.646 0.584
H -2.931 -0.056 2.137
H -4.509 0.437 1.477
H -0.975 3.220 -0.596
H 0.499 2.841 -1.413
H 0.817 2.611 1.571
H 0.187 4.135 1.019
H 2.322 3.796 -0.754
H 2.231 4.825 0.653
H 3.229 1.980 0.693
H 4.255 3.399 0.681
H 3.168 1.657 3.841
H 4.195 1.301 2.457
H 4.709 2.497 3.655
O 3.309 -5.696 1.633
P 4.548 -6.386 2.124
N 5.702 -5.832 0.989
C 6.690 -6.626 0.290
C 5.851 -4.389 0.849
N 4.102 -8.013 1.823
C 4.946 -9.011 1.199
C 2.701 -8.276 1.519
N 5.718 -6.911 3.302
C 5.087 -7.500 4.510
C 6.634 -5.856 3.784
H 7.297 -7.245 0.961
H 7.393 -5.988 -0.245
H 6.229 -7.271 -0.462
H 6.508 -3.960 1.619
H 4.883 -3.890 0.925
H 6.261 -4.126 -0.126
H 4.917 -8.943 0.104
H 4.607 -10.015 1.474
H 5.979 -8.944 1.534
H 2.456 -8.039 0.476
H 2.045 -7.698 2.163
H 2.474 -9.331 1.694
H 4.477 -6.769 5.049
H 5.859 -7.872 5.185
H 4.456 -8.345 4.251
H 6.103 -4.969 4.137
H 7.331 -5.558 3.002
H 7.241 -6.239 4.604
O -5.365 3.918 -0.705
P -5.628 5.106 -1.584
N -6.867 5.898 -0.709
C -8.102 6.437 -1.240
C -6.577 6.254 0.673
N -6.252 4.298 -2.961
C -7.435 4.692 -3.698
C -6.077 2.852 -3.024
N -5.213 6.483 -2.563
C -4.118 6.192 -3.524
C -4.794 7.683 -1.808
H -7.947 7.108 -2.092
H -8.623 7.026 -0.486
H -8.792 5.644 -1.537
H -6.016 7.196 0.754
H -5.985 5.476 1.158
H -7.492 6.358 1.255
H -8.352 4.315 -3.230
H -7.395 4.287 -4.714
H -7.510 5.772 -3.811
H -6.813 2.322 -2.407
H -5.083 2.563 -2.693
H -6.183 2.510 -4.056
H -3.184 5.938 -3.013
H -3.941 7.062 -4.156
H -4.381 5.368 -4.180
H -4.000 7.469 -1.088
H -5.637 8.125 -1.278
H -4.433 8.446 -2.496
*
```



[4]
Below is a cluster of 10 separate species, C29H64N8O13 in total, with properties calculated with ωB97M-V with the def2-TZVPD basis set.

Calculated values
Strongest force on any atom (eV/Å): 5.63
LUMO (eV): 4.10
Gap between HOMO and LUMO (eV): 5.17
Relative energy (zero: lowest compared OMol25 entry of this formula, charge and spin) (eV): 2.6473

Geometry as ORCA input:
```
! wB97M-V def2-TZVPD RIJCOSX def2/J DEFGRID3
* xyz -2 1
O 11.753 8.055 -11.424
C 12.016 7.839 -12.808
C 10.815 7.810 -13.833
O 9.927 8.903 -14.014
H 12.521 6.881 -12.928
H 12.823 8.475 -13.173
H 10.197 6.974 -13.505
H 11.275 7.457 -14.755
C 15.650 9.646 -14.519
C 16.074 8.528 -13.641
O 16.651 9.189 -12.448
C 16.804 10.483 -12.730
O 17.315 11.309 -11.947
O 16.358 10.742 -13.898
H 14.567 9.750 -14.454
H 16.003 9.639 -15.551
H 16.840 7.986 -14.195
H 15.191 7.931 -13.412
C 11.922 3.065 -12.676
C 11.513 3.050 -14.066
O 11.615 2.007 -14.702
N 11.141 4.174 -14.642
C 10.652 4.319 -16.078
H 12.218 4.079 -12.407
H 12.839 2.520 -12.452
H 11.123 2.714 -12.023
H 10.983 4.974 -14.045
H 9.569 4.203 -16.104
H 11.105 3.730 -16.876
H 10.855 5.365 -16.308
C 11.823 7.029 -7.888
C 13.218 6.538 -8.218
O 13.907 6.141 -7.317
N 13.552 6.527 -9.522
C 14.701 5.972 -10.238
H 11.218 6.831 -8.773
H 11.828 8.102 -7.700
H 11.326 6.671 -6.986
H 12.930 7.056 -10.116
H 15.313 6.790 -10.618
H 14.410 5.364 -11.094
H 15.369 5.448 -9.554
C 8.857 8.910 -17.556
C 9.958 10.004 -17.757
O 10.100 10.361 -18.878
N 10.663 10.367 -16.673
C 11.644 11.398 -16.687
H 8.538 8.429 -18.481
H 8.039 9.411 -17.039
H 9.185 8.152 -16.844
H 10.544 9.760 -15.875
H 11.703 11.806 -17.696
H 12.621 10.965 -16.471
H 11.500 12.155 -15.917
C 6.188 13.583 -12.415
C 6.917 12.408 -13.066
O 7.527 11.610 -12.392
N 7.016 12.427 -14.417
C 7.794 11.409 -15.183
H 5.116 13.390 -12.372
H 6.297 14.450 -13.066
H 6.606 13.801 -11.432
H 6.504 13.158 -14.888
H 7.675 10.383 -14.837
H 8.832 11.742 -15.188
H 7.490 11.456 -16.229
C 13.100 12.115 -8.566
C 12.483 10.871 -9.278
O 11.289 10.719 -9.395
N 13.246 9.965 -9.767
C 14.671 9.735 -9.499
H 13.961 11.980 -7.911
H 12.324 12.409 -7.861
H 13.240 12.887 -9.322
H 12.819 9.200 -10.270
H 15.229 10.612 -9.173
H 15.205 9.386 -10.382
H 14.842 8.996 -8.715
C 5.243 6.970 -13.452
C 6.608 7.579 -13.602
O 6.902 8.498 -12.845
N 7.472 7.149 -14.535
C 7.176 6.360 -15.725
H 5.182 6.119 -14.131
H 4.417 7.680 -13.442
H 5.267 6.635 -12.415
H 8.294 7.722 -14.659
H 6.623 6.983 -16.428
H 6.764 5.368 -15.542
H 8.175 6.284 -16.155
C 10.133 14.394 -12.657
C 11.020 13.118 -12.434
O 10.474 12.104 -11.917
N 12.258 13.079 -12.891
C 13.062 11.825 -12.717
H 9.746 14.821 -11.732
H 9.317 14.159 -13.340
H 10.732 15.187 -13.104
H 12.809 13.746 -13.412
H 13.151 11.490 -13.751
H 12.565 10.984 -12.234
H 14.066 11.985 -12.322
C 13.471 7.791 -17.467
C 14.508 6.968 -16.722
O 15.684 7.095 -16.999
N 14.091 6.202 -15.736
C 14.949 5.138 -15.158
H 13.525 8.853 -17.230
H 12.464 7.378 -17.528
H 13.782 7.837 -18.510
H 13.137 6.334 -15.430
H 15.205 4.491 -15.997
H 14.398 4.550 -14.424
H 15.782 5.676 -14.705
*
```



Respective electronic energy values: -221000.7603; -68214.9972; -68863.2800; -69648.6025 eV.